A molecular structure, C5H5BeFO4, computed with the ωB97M-V functional and the def2-TZVPD basis.

Properties
total charge = +1
spin multiplicity = 2
E = -608.61856 Ha

```
16
Properties=species:S:1:pos:R:3:mulliken_spin:R:1
H 0.944 -1.884 1.235 0.00
C 0.398 0.754 -1.392 -0.06
F -1.984 -1.524 -1.236 0.04
H 1.167 0.199 3.068 0.00
C -1.581 -0.213 -0.996 0.44
C 1.119 0.030 1.979 0.01
H -0.370 -1.561 2.249 0.00
C -1.706 0.734 -2.074 0.53
H -2.525 1.424 -2.267 0.01
Be 1.998 0.840 -0.048 0.00
O -0.416 1.339 -2.208 0.03
C 0.270 -1.056 1.509 -0.03
H -0.580 -0.702 0.754 0.02
O 1.922 0.667 1.280 0.01
O 1.495 1.224 -1.053 0.00
O -0.152 -0.272 -0.802 0.01
```